Record 1
Computed, not measured: the ion C5H10NOS with charge -1 in a non-equilibrium geometry, with ωB97M-V with the def2-TZVPD basis set.

## Properties
Energy in hartree: -724.70105
Multiplicity: 1
Charge: -1
Energy above the lowest of the compared OMol25 structures with the same formula, charge and spin in kJ/mol: 137.5
Orbital gap in hartree: 0.2048
HOMO energy in eV: -2.4

Last column: Mulliken charge in e.
Geometry (Å):
H1 -0.86064 -1.82345 0.33034  0.304
H2 0.45436 1.78499 -2.18769  0.401
O1 3.27786 0.67363 -1.87972  -0.496
H3 1.35865 -0.41705 0.76571  0.278
C1 0.34290 -0.04234 0.62332  -0.379
H4 -2.42138 -0.00829 0.71162  0.131
H5 1.33929 1.90435 -0.63199  0.279
H6 -0.86622 0.27481 -1.01495  0.226
C2 0.94955 1.22135 -1.39304  -0.541
C3 2.10115 0.50669 -2.08074  -0.017
H7 1.76523 -0.30846 -2.75268  0.344
H8 0.18721 0.89678 1.16114  0.327
H9 -0.22693 -1.64912 1.97842  0.324
C4 -1.96950 -0.51298 1.57717  -0.655
N1 0.11815 0.20831 -0.79755  -0.288
C5 -0.62659 -1.11463 1.11813  -0.796
S1 -3.18706 -1.77433 2.07780  -0.678
H10 -1.73604 0.17975 2.39471  0.237

---

Record 2
Computed, not measured: an isolated molecule of C5H10NP in a non-equilibrium geometry, with ωB97M-V with the def2-TZVPD basis set.

## Properties
Energy in hartree: -592.53549
Multiplicity: 1
Energy above the lowest of the compared OMol25 structures with the same formula, charge and spin in kJ/mol: 115.5
Orbital gap in hartree: 0.3623
HOMO energy in eV: -8.8

Last column: Mulliken charge in e.
Geometry (Å):
C1 -0.62313 -0.55897 -0.38551  0.646
C2 1.39157 -0.17970 -1.34592  -0.337
H1 -2.73338 -0.45386 -0.85660  0.405
H2 0.41414 2.22122 1.79869  0.010
H3 2.45660 0.37471 0.34364  0.362
H4 -2.28647 -0.37579 0.87710  0.444
H5 2.05213 0.11073 -2.04410  0.503
H6 0.64301 0.58520 2.98814  0.034
N1 0.26498 0.03976 0.67061  0.015
H7 1.95790 -1.34828 0.53820  0.194
C3 1.59103 -0.26393 0.10455  -0.694
C4 -2.04520 -0.04832 -0.14864  -1.671
H8 -2.12012 1.00750 -0.07136  0.415
H9 -0.50944 -1.66858 -0.07195  0.146
C5 0.12718 -0.31874 -1.67754  -0.597
H10 -0.37572 -0.10816 -2.63411  0.354
P1 -0.20506 0.98522 1.91479  -0.229

---

Record 3
Computed, not measured: an isolated molecule of C5H10NP in a non-equilibrium geometry, with ωB97M-V with the def2-TZVPD basis set.

## Properties
Energy in hartree: -592.56573
Multiplicity: 1
Energy above the lowest of the compared OMol25 structures with the same formula, charge and spin in kJ/mol: 36.1
Orbital gap in hartree: 0.4037
HOMO energy in eV: -10.2

Last column: Mulliken charge in e.
Geometry (Å):
H1 2.30487 -0.57687 0.03364  0.361
C1 0.18335 1.01257 1.00281  -1.307
H2 -0.50032 0.85001 -1.82345  0.546
H3 0.97292 1.78628 0.86801  0.345
H4 1.00353 1.27437 -1.28097  0.381
H5 1.22485 -1.80107 -0.74878  0.565
P1 -1.40094 -1.23593 -0.05237  -0.048
H6 0.76016 -0.16359 -2.15486  0.417
H7 0.24642 0.52290 2.00998  0.340
C2 1.35650 -1.12305 0.01734  -1.736
C3 -2.48031 0.11237 0.19277  0.374
N1 -3.24063 0.96763 0.08132  -0.418
H8 -1.36087 -1.45876 1.27466  0.042
C4 0.32398 0.45640 -1.41788  -1.734
H9 1.29875 -1.79157 0.95595  0.365
C5 0.14566 -0.17780 -0.06034  1.101
H10 -0.83792 1.34610 1.10215  0.405

---

Look up the energy of the third one.
-592.56573 hartree

---

Among the records above, which one has the highest energy?
number 2

---

Among the records above, which one has the highest HOMO energy?
C5H10NOS

---

What did the second record say?
Computed, not measured: an isolated molecule of C5H10NP in a non-equilibrium geometry, with ωB97M-V with the def2-TZVPD basis set.

## Properties
Energy in hartree: -592.53549
Multiplicity: 1
Energy above the lowest of the compared OMol25 structures with the same formula, charge and spin in kJ/mol: 115.5
Orbital gap in hartree: 0.3623
HOMO energy in eV: -8.8

Last column: Mulliken charge in e.
Geometry (Å):
C1 -0.62313 -0.55897 -0.38551  0.646
C2 1.39157 -0.17970 -1.34592  -0.337
H1 -2.73338 -0.45386 -0.85660  0.405
H2 0.41414 2.22122 1.79869  0.010
H3 2.45660 0.37471 0.34364  0.362
H4 -2.28647 -0.37579 0.87710  0.444
H5 2.05213 0.11073 -2.04410  0.503
H6 0.64301 0.58520 2.98814  0.034
N1 0.26498 0.03976 0.67061  0.015
H7 1.95790 -1.34828 0.53820  0.194
C3 1.59103 -0.26393 0.10455  -0.694
C4 -2.04520 -0.04832 -0.14864  -1.671
H8 -2.12012 1.00750 -0.07136  0.415
H9 -0.50944 -1.66858 -0.07195  0.146
C5 0.12718 -0.31874 -1.67754  -0.597
H10 -0.37572 -0.10816 -2.63411  0.354
P1 -0.20506 0.98522 1.91479  -0.229